# 1
C46H31F3InN11O3 | ωB97M-V/def2-TZVPD

## Properties
E_tot = -84069.71348 eV
LUMO (spin up / spin down) = -1.69 / -1.66 eV
charge = 0

Last column: Löwdin charge in e.
Atoms and positions in Å:
In1 0.20975 -0.42544 0.73242  1.005
C1 -4.64531 3.34058 3.57462  -0.067
C2 -5.27250 2.11182 3.73699  -0.059
C3 -4.54634 0.92317 3.48543  0.000
C4 -3.26912 1.00793 2.98915  -0.100
C5 -2.35721 -0.03725 2.50887  -0.243
N1 -2.68284 -1.32617 2.58324  0.211
C6 -1.82495 -2.30216 2.32694  -0.257
C7 -2.15069 -3.71928 2.48207  -0.084
C8 -3.30152 -4.37376 2.96393  -0.003
C9 -3.30058 -5.76600 2.98877  -0.083
C10 -2.20332 -6.47390 2.51604  -0.082
C11 -1.09357 -5.83686 1.96076  -0.020
C12 -1.02682 -4.46395 2.02045  -0.098
C13 -0.00944 -3.46365 1.65271  -0.249
N2 1.12462 -3.81071 1.04231  0.207
C14 2.11669 -2.93973 0.81176  -0.236
N3 2.06678 -1.57569 1.00657  0.074
C15 3.28958 -1.03964 0.75031  -0.255
N4 3.67133 0.20604 1.02710  0.212
C16 2.85124 1.15634 1.43739  -0.233
N5 1.44446 1.14967 1.42570  0.066
C17 0.95510 2.37590 1.91758  -0.204
N6 -0.33069 2.79032 2.14017  0.198
C18 -1.31622 1.91997 2.24100  -0.271
N7 -1.23251 0.56402 2.01355  0.077
C19 -2.62612 2.26472 2.81409  -0.085
C20 -3.30429 3.43758 3.10402  -0.007
C21 2.11783 3.20067 2.23612  -0.118
C22 2.17800 4.39770 2.91557  -0.029
C23 3.38377 4.80797 3.44011  -0.077
C24 4.55206 4.04364 3.23603  -0.061
C25 4.45568 2.84009 2.52778  -0.020
C26 3.26548 2.43873 1.98367  -0.111
C27 4.18431 -2.15497 0.30838  -0.087
C28 5.57700 -2.22557 0.00110  0.001
C29 6.18190 -3.45579 -0.20348  -0.080
C30 5.42530 -4.64494 -0.16921  -0.060
C31 4.05666 -4.55206 0.12233  -0.008
C32 3.48377 -3.31811 0.41763  -0.128
N8 -0.52826 -2.20691 1.86888  0.088
H1 -5.15515 4.24980 3.88363  0.103
H2 -6.30218 2.00703 4.07948  0.106
H3 -4.96363 -0.02733 3.67486  0.100
H4 -4.13850 -3.76383 3.27814  0.110
H5 -4.16358 -6.26288 3.42581  0.105
H6 -2.20910 -7.56963 2.59738  0.109
H7 -0.23782 -6.41925 1.55852  0.125
H8 -2.86134 4.40878 3.06865  0.102
H9 1.24948 4.92275 3.12516  0.116
H10 3.40575 5.75627 4.00403  0.111
H11 5.52486 4.33506 3.68663  0.114
H12 5.35801 2.26298 2.45774  0.110
H13 6.12186 -1.27025 -0.03813  0.119
H14 7.25961 -3.51384 -0.37312  0.105
H15 5.88143 -5.61347 -0.33385  0.101
H16 3.41017 -5.42230 0.16849  0.112
C33 1.17373 1.68598 -4.68667  -0.082
C34 1.75440 0.28730 -4.84624  -0.176
C35 1.06441 -0.78640 -3.93423  -0.288
C36 1.76288 -2.08893 -4.32053  -0.182
C37 1.48101 -3.42602 -3.60975  -0.069
C38 -0.41000 -0.90294 -4.32632  -0.341
O1 -0.82871 -0.77000 -5.46856  0.098
N9 -1.30124 -1.19790 -3.23309  0.202
C39 -1.00624 -1.09528 -1.87151  -0.550
O2 -1.82152 -1.50199 -1.00446  0.010
N10 0.21888 -0.63952 -1.55958  0.101
C40 1.34150 -0.58275 -2.39866  -0.392
O3 2.44865 -0.30542 -1.98594  0.099
H17 1.95880 2.44540 -4.87823  0.087
H18 0.76129 1.82939 -3.67412  0.073
H19 0.33095 1.89337 -5.34729  0.067
H20 2.79078 0.30743 -4.55832  0.107
H21 1.70986 -0.07393 -5.88101  0.122
H22 2.87451 -1.94049 -4.18202  0.143
H23 1.56607 -2.19950 -5.38125  0.116
H24 1.71763 -3.46289 -2.54703  0.066
H25 2.14726 -4.16976 -4.03948  0.071
H26 0.49928 -3.87434 -3.76770  0.076
H27 -2.28467 -1.32542 -3.49690  0.166
F1 -5.74863 3.58747 -0.70226  0.110
C41 -5.36367 4.38785 -1.76317  -0.527
F2 -5.83587 5.63087 -1.46832  0.131
F3 -5.99968 3.95544 -2.87620  0.136
C42 -3.89079 4.35991 -1.88641  -0.127
C43 -3.09729 4.59508 -0.79086  0.007
C44 -1.73443 4.37116 -0.89937  -0.138
N11 -1.12645 3.86721 -1.95396  0.082
C45 -1.90361 3.73201 -3.04073  -0.126
C46 -3.25620 3.92130 -3.03357  -0.005
H28 -3.53442 4.88320 0.15577  0.121
H29 -1.07503 4.59284 -0.06506  0.103
H30 -1.33750 3.44330 -3.94405  0.110
H31 -3.79480 3.62273 -3.93523  0.127

---

# 2
C24H24Cl4N2O2Rh | ωB97M-V/def2-TZVPD

## Properties
E_tot = -85443.03173 eV
2S+1 = 5
expectation value of S² = 6.069
LUMO (spin up / spin down) = -2.49 / -6.64 eV
charge = +1

Last column: Löwdin spin population.
Atoms and positions in Å:
Rh1 0.12942 -1.27982 -2.12411  1.125
Cl1 1.43356 -3.57587 -8.32998  0.052
C1 0.83103 -3.39913 -6.75179  0.128
C2 -0.06712 -4.39449 -6.23345  0.080
Cl2 -0.50009 -5.72131 -7.21817  0.028
C3 -0.56982 -4.28350 -4.97024  0.026
Cl3 -1.64109 -5.43282 -4.29746  0.004
C4 -0.19828 -3.16729 -4.15828  0.165
O1 -0.62971 -3.00562 -2.97771  0.221
C5 0.71168 -2.16425 -4.69119  0.160
O2 1.02053 -1.17040 -3.92068  0.206
C6 1.20972 -2.30760 -5.99164  -0.005
Cl4 2.27928 -1.10762 -6.58776  -0.010
C7 1.05301 4.80501 1.16914  0.000
C8 2.26730 3.94334 0.79284  -0.004
C9 3.00340 3.50469 2.06734  0.000
C10 3.21957 4.78451 -0.05710  0.001
C11 1.78124 2.70185 0.05090  0.016
C12 2.18040 2.40053 -1.25221  0.164
C13 1.70520 1.24956 -1.88670  0.021
N1 0.88279 0.41786 -1.30479  0.118
C14 0.45501 0.66250 -0.02166  0.076
C15 0.91450 1.82247 0.65976  0.162
C16 -0.41287 -0.28160 0.49452  0.310
C17 -1.01226 -0.28130 1.79435  0.056
C18 -1.84304 -1.26264 2.17574  0.141
C19 -2.12206 -2.35795 1.19549  0.312
C20 -1.56165 -2.36976 -0.03696  0.028
N2 -0.72031 -1.39159 -0.44527  0.356
C21 -2.51247 -1.33343 3.52517  0.012
C22 -2.13619 -0.15318 4.41729  0.001
C23 -4.03808 -1.33463 3.32014  0.010
C24 -2.08455 -2.63827 4.22076  0.010
H1 1.38755 5.70052 1.69347  0.000
H2 0.36487 4.27239 1.82700  0.001
H3 0.50292 5.11701 0.27980  0.000
H4 3.36334 4.38326 2.60335  0.000
H5 3.86304 2.87679 1.82722  0.000
H6 2.35160 2.94790 2.74198  0.001
H7 3.53511 5.65484 0.51770  0.000
H8 2.73949 5.14930 -0.96705  0.000
H9 4.11865 4.22980 -0.33189  0.000
H10 2.85760 3.04293 -1.79272  0.009
H11 1.99947 0.99282 -2.89701  -0.001
H12 0.56987 2.00187 1.66750  0.006
H13 -0.77832 0.53209 2.46371  -0.001
H14 -2.78595 -3.16422 1.46848  0.014
H15 -1.74938 -3.15120 -0.76061  -0.004
H16 -2.44335 0.79817 3.97847  0.000
H17 -1.06289 -0.12303 4.61499  0.000
H18 -2.64353 -0.25066 5.37662  0.000
H19 -4.36647 -0.41803 2.82792  0.000
H20 -4.53213 -1.39746 4.29011  0.001
H21 -4.37629 -2.18260 2.72334  0.001
H22 -1.00513 -2.66114 4.37757  0.000
H23 -2.36548 -3.52445 3.65026  0.001
H24 -2.57264 -2.70513 5.19348  0.001

---

# 3
C27H44F6OP2W | ωB97M-V/def2-TZVPD

## Properties
energy above the lowest of the compared OMol25 structures with the same formula, charge and spin = 19.8 kcal per mole
E_tot = -67448.11627 eV
2S+1 = 3
expectation value of S² = 2.081
LUMO (spin up / spin down) = -8.17 / -8.85 eV
charge = +2

Last column: Löwdin spin population.
Atoms and positions in Å:
W1 -0.99195 -0.99922 1.20362  0.808
C1 -2.27961 -1.38547 2.90847  0.009
C2 -1.91919 -2.61666 2.24686  0.027
C3 0.04873 -1.58890 2.97404  0.039
C4 -1.06439 -0.76569 3.37787  0.014
C5 -0.48580 -2.74747 2.28901  0.024
C6 -3.65907 -0.92339 3.22431  -0.002
H1 -4.34405 -1.09717 2.38700  0.000
H2 -3.67261 0.14830 3.44576  0.000
H3 -4.05821 -1.45099 4.10126  -0.001
C7 -0.95848 0.45861 4.21073  0.009
H4 -1.90284 1.01112 4.23630  0.000
H5 -0.16777 1.12270 3.83271  0.002
H6 -0.70085 0.18616 5.24514  0.000
C8 1.46294 -1.33383 3.33041  0.035
H7 1.65015 -1.57120 4.39528  0.005
H8 1.68194 -0.24670 3.16005  0.005
H9 2.14797 -1.92106 2.71494  0.001
C9 0.31076 -3.91805 1.82201  0.001
H10 0.34862 -4.68792 2.59694  0.000
H11 1.33978 -3.63278 1.59053  0.000
H12 -0.10960 -4.36557 0.92073  0.000
C10 -2.87858 -3.63489 1.73477  0.014
H13 -3.06793 -4.39630 2.50283  0.002
H14 -2.50599 -4.15015 0.83700  0.001
H15 -3.84349 -3.19130 1.46150  0.000
C11 -1.03768 1.30763 0.68371  -0.017
C12 -2.31318 0.75116 0.40873  0.002
C13 -2.75957 0.04558 -0.83435  0.007
C14 -1.63457 -0.69864 -1.63402  -0.008
C15 -0.59597 -1.51878 -0.93942  0.007
C16 0.65157 -0.98865 -0.44201  0.035
C17 1.12819 0.41484 -0.41895  0.023
C18 0.05818 1.56122 -0.29070  -0.005
H16 -3.22948 0.79433 -1.50281  0.001
H17 -1.03977 0.10214 -2.15682  -0.002
H18 -3.56870 -0.68045 -0.62123  0.003
H19 -0.33683 1.86304 -1.28190  -0.001
H20 -0.94673 1.86639 1.62691  0.004
H21 -3.10173 1.06315 1.09946  -0.002
H22 0.62836 2.41843 0.11205  0.000
H23 1.80675 0.56543 0.44803  0.006
H24 1.43964 -1.73608 -0.32789  0.002
H25 1.76984 0.58374 -1.31531  0.006
H26 -2.10954 -1.33445 -2.40294  0.000
H27 -0.56129 -2.60355 -1.16737  0.004
P1 -0.94481 1.14803 -3.82592  -0.007
C19 -1.06589 2.92239 -4.20726  -0.002
C20 -2.05721 0.46555 -5.11402  0.000
P2 1.23921 -0.92076 -4.09871  0.000
C21 0.65375 0.77345 -4.63823  -0.001
C22 0.65978 -1.77105 -5.65212  0.000
C23 2.88021 -0.66770 -4.92982  0.000
H28 -0.18312 3.44731 -3.82071  0.000
H29 -1.97362 3.31593 -3.73689  0.000
H30 -1.12681 3.03648 -5.30285  0.000
H31 -1.85628 1.01464 -6.04552  0.000
H32 -3.08987 0.65574 -4.79957  0.000
H33 -1.91806 -0.60719 -5.28007  0.000
H34 2.72579 -0.39961 -5.98705  0.000
H35 3.44676 -1.60815 -4.89110  0.000
H36 3.45672 0.12890 -4.44596  0.000
H37 1.39659 1.54268 -4.37035  0.000
H38 0.50012 0.79089 -5.73469  0.000
H39 1.24383 -2.69636 -5.74499  0.000
H40 0.88859 -1.13568 -6.52146  0.000
H41 -0.40644 -2.01129 -5.64538  0.000
C24 2.55841 2.60370 4.46079  0.076
C25 2.53443 2.27523 2.97241  0.090
O1 1.60330 1.44181 2.56339  0.714
C26 2.36426 3.68637 2.21165  0.040
F1 3.23231 4.63748 2.68073  0.011
F2 2.55991 3.59795 0.86248  0.009
F3 1.09885 4.15176 2.41982  0.002
C27 3.98410 1.68450 2.64743  0.004
F4 4.98916 2.52775 3.01897  0.001
F5 4.15144 0.53315 3.36976  -0.001
F6 4.17001 1.36320 1.34297  0.002
H42 2.67544 1.66363 5.01744  0.000
H43 1.60034 3.05140 4.74185  0.000
H44 3.38088 3.27920 4.68972  0.007

---

# 4
C46H51MnN4OSSbSi | ωB97M-V/def2-TZVPD

## Properties
energy above the lowest of the compared OMol25 structures with the same formula, charge and spin = 40.2 kcal per mole
E_tot = -113111.33079 eV
2S+1 = 2
expectation value of S² = 0.781
LUMO (spin up / spin down) = -0.57 / -0.57 eV
charge = 0

Last column: Löwdin spin population.
Atoms and positions in Å:
Mn1 -0.01385 0.57147 1.00125  0.968
C1 -0.44489 3.52112 -1.04095  0.000
C2 -1.79704 2.91556 -0.81236  0.001
C3 -2.93545 3.47784 -1.39001  0.000
C4 -4.14788 2.83074 -1.25171  0.000
C5 -4.19243 1.62898 -0.56556  0.000
C6 -3.02315 1.14180 0.00487  0.000
N1 -1.86294 1.80222 -0.08823  0.012
C7 -2.96433 -0.14105 0.72473  -0.001
C8 -3.92934 -1.12793 0.59099  0.001
C9 -3.76036 -2.32767 1.25876  -0.003
C10 -2.66595 -2.47914 2.08924  0.000
C11 -1.78170 -1.41952 2.24501  -0.002
N2 -1.89592 -0.29328 1.52015  0.002
C12 -0.75968 -1.38046 3.30040  0.000
C13 -0.75617 -2.29577 4.34465  0.000
C14 0.17947 -2.16237 5.35195  0.001
C15 1.01770 -1.06770 5.32944  0.000
C16 0.92950 -0.14950 4.28187  0.001
C17 1.77160 1.08547 4.35056  0.000
N3 0.09412 -0.33658 3.25553  0.003
H1 -0.25119 3.57728 -2.11371  0.000
H2 0.31589 2.88918 -0.58718  0.000
H3 -0.38119 4.52786 -0.62241  0.000
H4 -2.85209 4.40185 -1.94595  0.000
H5 -5.04901 3.24451 -1.68537  0.000
H6 -5.12721 1.10048 -0.44503  0.000
H7 -4.79866 -0.97850 -0.03191  0.000
H8 -4.48452 -3.12412 1.15728  0.000
H9 -2.50660 -3.40572 2.62011  0.000
H10 -1.47568 -3.10027 4.37153  0.000
H11 0.23033 -2.88250 6.15778  0.000
H12 1.73106 -0.89238 6.12257  0.000
H13 1.91803 1.37270 5.39263  0.000
H14 1.29496 1.89499 3.81211  0.000
H15 2.74686 0.90621 3.89821  0.000
C18 -2.15622 2.77587 2.82400  0.000
C19 -0.90112 3.49781 2.43513  -0.002
C20 -0.84601 4.90066 2.60502  0.000
C21 0.31639 5.56745 2.36632  -0.001
C22 1.46589 4.84121 1.98210  0.000
C23 2.72222 5.45033 1.80324  -0.001
C24 3.80217 4.69275 1.43051  0.000
C25 3.66380 3.31880 1.20843  -0.001
C26 2.44715 2.67874 1.37697  0.001
S1 2.31194 0.96713 1.14650  -0.004
C27 1.31653 3.44388 1.77871  0.001
N4 0.12532 2.80747 1.98551  -0.004
H16 -2.33079 2.91358 3.89358  0.000
H17 -2.06189 1.71478 2.61400  0.000
H18 -3.01930 3.18227 2.29216  0.000
H19 -1.74348 5.41931 2.91728  0.000
H20 0.37806 6.64468 2.46761  0.000
H21 2.82278 6.51309 1.98633  0.000
H22 4.77405 5.15421 1.30871  0.000
H23 4.50915 2.71912 0.89770  0.000
C28 1.41476 -4.62931 2.67832  0.001
Sb1 1.56132 -2.93621 1.30990  0.003
C29 1.72161 -4.31259 -0.34730  0.001
C30 3.69096 -2.78140 1.70462  0.000
H24 2.15714 -5.37069 2.38511  0.000
H25 0.42339 -5.08029 2.61415  0.000
H26 1.59736 -4.32411 3.70833  0.000
H27 2.51199 -5.03836 -0.15856  0.000
H28 1.91764 -3.77853 -1.27135  0.000
H29 0.76811 -4.83258 -0.44640  0.000
H30 4.22238 -3.60914 1.23637  0.000
H31 3.83889 -2.83359 2.78356  0.000
H32 4.08139 -1.83594 1.33355  0.000
C31 2.48664 1.05186 -2.79044  0.000
C32 2.23619 -0.46233 -2.84069  0.000
C33 2.61928 -0.95781 -4.24309  0.000
C34 3.16096 -1.16882 -1.84420  0.000
Si1 0.40505 -0.72059 -2.30191  0.003
O1 0.17625 -0.16783 -0.82285  0.019
C35 -0.31230 -2.48703 -2.32600  0.001
C36 0.01288 -3.50497 -3.22199  0.000
C37 -0.70268 -4.69488 -3.25431  0.000
C38 -1.77467 -4.88561 -2.39511  0.000
C39 -2.10421 -3.89368 -1.48151  0.000
C40 -1.37471 -2.71522 -1.44839  0.000
C41 -0.74766 0.07372 -3.60899  0.000
C42 -0.56247 -0.09009 -4.98420  0.000
C43 -1.47252 0.40292 -5.90814  0.000
C44 -2.60592 1.07631 -5.47736  0.000
C45 -2.82697 1.23091 -4.11742  0.000
C46 -1.91319 0.72188 -3.20494  0.000
H33 3.52394 1.27479 -3.06369  0.000
H34 2.30816 1.43921 -1.78808  0.000
H35 1.82407 1.57739 -3.48539  0.000
H36 3.70820 -0.92186 -4.35855  0.000
H37 2.19082 -0.32877 -5.02325  0.000
H38 2.30459 -1.98988 -4.41427  0.000
H39 4.19736 -0.84563 -1.98954  0.000
H40 3.12690 -2.25388 -1.98072  0.000
H41 2.87921 -0.93762 -0.81927  0.000
H42 0.84110 -3.37695 -3.91010  0.000
H43 -0.43252 -5.47520 -3.95572  0.000
H44 -2.35070 -5.80188 -2.43827  0.000
H45 -2.93710 -4.03794 -0.80180  0.000
H46 -1.62191 -1.94393 -0.72578  0.000
H47 0.30466 -0.62491 -5.34786  0.000
H48 -1.30230 0.25723 -6.96816  0.000
H49 -3.32168 1.45964 -6.19410  0.000
H50 -3.71564 1.74428 -3.76914  0.000
H51 -2.10294 0.81090 -2.14614  0.000